Formula: C36H50IrN2O2PSeSi3
Source: the Open Molecules 2025 dataset
Level of theory: ωB97M-V with the def2-TZVPD basis set

```
96
Properties=species:S:1:pos:R:3:forces:R:3
Ir -0.8029 0.0870 0.4535 0.2 -0.5 0.8
Se -0.0505 2.5326 1.1263 0.0 -0.2 0.0
P 1.0841 -1.5293 0.6279 -0.2 -0.5 -0.2
Si -2.4838 -1.6588 0.4750 -0.6 -0.2 -0.1
Si -0.8842 4.5447 1.8210 -0.5 1.3 0.5
Si -2.1158 0.9767 -1.3719 -1.1 0.0 -0.7
O -1.7076 0.6983 3.0872 -0.1 0.2 0.6
O 1.3205 0.9356 -1.0884 0.0 0.0 -0.2
N -0.8122 -0.2887 2.6268 -0.5 0.5 -0.8
N 2.8341 2.4991 -1.6721 0.1 0.1 0.2
C 1.7937 -3.9628 4.4621 -0.1 0.1 0.1
C -1.2613 1.5124 -3.0227 0.0 -0.3 0.9
C -2.7203 4.5440 2.3285 0.7 -0.2 -0.3
C -0.4452 -1.1982 3.5161 -0.3 0.0 0.5
C -5.1062 -1.1925 -3.3884 -0.1 0.1 -0.2
C -3.3731 -0.3757 -1.9239 0.6 0.5 0.3
C -5.2468 -2.3253 -2.6038 -0.1 -0.1 0.0
C 3.6104 3.1790 -2.6832 0.0 -0.1 -0.3
C 0.8404 -2.8134 -0.6641 -0.2 0.2 0.0
C -2.0678 -3.5398 0.6410 0.2 0.9 -0.1
C -3.5085 -1.5215 -1.1389 0.5 0.2 0.6
C 3.4416 -1.1472 -0.9062 -0.1 -0.1 0.2
C 0.2185 -4.6113 -2.7038 0.0 0.0 0.0
C 2.3781 -3.3161 2.2322 0.2 -0.2 0.2
C 3.4515 -0.3440 1.3598 -0.1 0.0 -0.1
C -4.1645 -0.2333 -3.0551 -0.2 0.1 -0.2
C 2.0844 0.9224 -3.3593 -0.1 -0.1 0.1
C 2.9697 2.9758 -0.3163 -0.1 -0.2 0.3
C 1.0776 -4.1727 -0.5016 0.1 0.1 0.1
C 2.7946 -0.9857 0.3128 0.0 0.2 0.1
C 5.3783 -0.0308 -0.0312 0.1 0.1 0.0
C 0.2685 -2.3710 -1.8575 0.0 0.1 0.2
C 2.0321 1.4507 -1.9422 0.1 0.0 -0.5
C 0.7858 -3.0441 4.4654 -0.1 -0.1 0.1
C 0.7714 -5.0616 -1.5169 0.0 -0.1 -0.1
C -3.1527 2.5496 -0.9229 0.5 -0.7 0.0
C -3.7697 -1.3643 1.8962 0.7 0.1 -0.5
C 2.6258 -4.0939 3.3401 0.2 0.0 -0.2
C -4.4374 -2.4895 -1.4941 -0.1 -0.1 0.0
C 1.3183 -2.4098 2.1801 -0.4 0.4 0.0
C 0.1668 5.1387 3.3047 -0.3 -0.5 -0.6
C -0.0440 -3.2605 -2.8672 0.0 0.0 -0.2
C 4.7294 -0.6720 -1.0736 0.1 0.0 -0.1
C 0.5161 -2.2003 3.3506 0.2 -0.2 -0.3
C -0.5862 5.7902 0.3952 0.0 -0.8 0.3
C 4.7387 0.1245 1.1889 0.2 0.1 0.0
H -3.6586 2.4247 0.0288 -0.1 0.0 0.2
H -1.2061 -3.7213 1.2769 0.1 0.0 0.2
H 4.2068 3.9509 -2.2048 0.0 0.0 0.0
H -4.6938 -1.8887 1.6755 -0.2 -0.2 -0.2
H -0.0240 -5.3111 -3.4890 0.0 -0.1 -0.1
H 2.5603 2.2292 0.3594 0.1 0.1 0.0
H 4.2800 2.4865 -3.1970 0.1 0.1 0.0
H -0.4577 2.2186 -2.8540 0.2 0.2 0.1
H 6.3781 0.3544 -0.1742 0.1 0.0 0.0
H 2.9694 3.6656 -3.4217 0.0 0.0 0.0
H -3.3998 -1.7480 2.8420 0.2 -0.1 0.2
H 5.2384 -0.8085 -2.0193 0.0 0.0 0.0
H -1.8623 -3.9779 -0.3311 0.1 0.0 -0.2
H 1.3288 0.1504 -3.4689 0.0 0.0 0.0
H -5.7429 -1.0543 -4.2518 0.0 0.0 -0.1
H -5.9878 -3.0731 -2.8543 0.0 0.0 0.0
H 5.2487 0.6103 2.0083 0.0 0.1 0.1
H 2.9298 -1.6474 -1.7162 0.0 0.0 -0.1
H -2.1735 0.3638 3.8717 0.1 -0.2 -0.1
H 4.0225 3.1281 -0.0874 0.1 0.0 0.0
H 0.1632 -2.9343 5.3445 0.0 0.0 0.1
H -3.9032 2.7548 -1.6815 -0.1 -0.1 -0.2
H -2.4988 3.4141 -0.8460 0.1 0.2 0.0
H 1.9071 1.7042 -4.0950 0.0 0.0 0.0
H -0.8608 0.6540 -3.5483 0.1 -0.2 -0.1
H -3.0029 5.5148 2.7246 0.1 0.2 0.1
H -4.0584 0.6415 -3.6825 0.0 0.1 -0.1
H 3.4436 -4.7970 3.3473 0.1 0.0 0.0
H 0.4379 5.7228 0.0393 0.2 0.0 0.0
H 0.0397 -1.3167 -1.9592 0.0 0.1 -0.1
H 3.0630 0.4863 -3.5546 0.1 0.0 0.0
H 1.9679 -4.5790 5.3320 0.0 0.0 0.1
H -4.5381 -3.3805 -0.8922 -0.1 -0.2 0.1
H 0.9566 -6.1163 -1.3734 0.0 -0.1 0.0
H -0.0648 6.1682 3.5618 -0.2 0.2 0.0
H -0.9034 -1.1274 4.5063 0.0 0.1 -0.1
H -1.2402 5.6013 -0.4499 -0.1 -0.1 -0.1
H -4.0005 -0.3109 2.0135 0.0 0.2 0.0
H 1.2273 5.0803 3.0772 0.2 0.0 -0.1
H -0.0151 4.5262 4.1817 0.0 -0.1 0.2
H 2.4208 3.9071 -0.1654 0.0 0.1 0.0
H 1.4703 -4.5510 0.4287 0.0 0.0 0.0
H -3.3691 4.3213 1.4883 -0.1 -0.1 -0.2
H 2.9486 -0.2156 2.3094 0.0 0.0 0.1
H -0.7557 6.8094 0.7273 -0.1 0.1 0.2
H -1.9867 1.9865 -3.6750 -0.3 0.1 0.0
H -2.9193 -4.0619 1.0710 -0.2 0.0 0.1
H -2.9013 3.7974 3.0953 0.0 -0.1 0.1
H 3.0321 -3.3950 1.3731 0.1 -0.1 0.0
H -0.5056 -2.9040 -3.7774 0.0 0.0 -0.1
```
Forces are in eV/Å.

Output
Spin multiplicity = 5
Energy = -5377.3507 hartree
HOMO-LUMO gap (spin up / spin down) = 5.403 / 5.573 eV
LUMO level (spin up / spin down) = 0.376 / -2.171 eV

---

Formula: C58H51MnOP2S
Source: the Open Molecules 2025 dataset
Level of theory: ωB97M-V with the def2-TZVPD basis set

```
114
Properties=species:S:1:pos:R:3:forces:R:3
Mn -0.1611 1.0036 -0.7980 -0.1 0.6 -0.6
S 0.5221 0.4563 1.6185 0.1 -0.3 0.5
P -1.7255 -0.7799 -0.1085 -0.1 -0.1 0.3
P 1.9600 0.0354 -1.1540 0.4 -0.2 0.2
O 0.7448 1.8552 1.0703 0.0 -0.3 -0.1
C -0.7207 0.4528 2.8578 0.1 0.1 0.0
C 1.4881 -1.2017 -3.5737 0.0 0.1 0.0
C 5.6485 -1.4604 4.1358 0.1 0.0 0.1
C -3.1676 -2.0489 4.0640 0.0 0.0 -0.1
C 0.5737 4.2895 -0.7677 0.0 0.1 0.0
C -2.6756 -2.5814 1.7864 0.1 0.0 0.0
C 5.3949 -1.3542 1.7365 0.0 0.0 -0.1
C -2.0343 3.2509 0.5334 0.0 0.0 0.1
C 4.2846 -0.9717 3.7330 -0.1 0.0 0.0
C -3.2890 -0.6720 6.0591 0.0 0.0 0.1
C -1.6079 -0.6495 2.7430 0.0 -0.1 0.0
C -1.8774 -1.4731 1.5971 0.0 0.0 0.0
C 4.3773 -0.9271 -0.3595 -0.1 0.0 -0.1
C -0.7527 1.3028 3.9421 0.0 0.0 -0.1
C -3.2893 -2.9175 3.0188 0.0 0.0 0.0
C 5.4933 -1.3515 0.3756 0.0 0.0 0.1
C -1.0542 1.5099 -2.6839 0.0 0.4 0.1
C 3.1628 -0.5237 0.1759 0.1 0.0 0.0
C 4.9609 3.1353 -2.7880 0.0 0.0 0.0
C 0.9743 2.8448 -3.5887 0.0 0.0 0.0
C 1.9822 -0.0721 2.4502 -0.1 0.1 0.2
C 1.8149 -3.5163 -4.1160 0.0 0.0 0.0
C 2.2889 -3.7377 -2.8322 0.0 0.0 0.0
C 2.3714 -2.6924 -1.9241 0.0 0.1 0.1
C -3.2784 0.1897 -0.1889 0.0 0.1 -0.1
C 3.0605 -0.4899 1.6047 0.0 0.0 -0.1
C -2.3338 -0.9234 3.9061 0.0 0.0 -0.1
C 4.1955 -0.9165 2.3249 0.0 0.0 0.0
C -4.1612 0.3130 0.8081 0.2 -0.1 0.0
C -1.3337 0.6648 -3.8912 0.0 0.0 -0.2
C -1.6125 1.0696 5.0334 0.0 0.0 0.0
C -5.0236 2.7523 -1.0679 0.0 0.0 0.0
C 4.2393 3.3489 -1.6199 0.0 0.0 0.0
C 1.4104 -2.2415 -4.4853 0.0 0.0 0.0
C -3.3504 -2.4859 -1.6667 0.0 0.1 0.0
C -1.0209 -3.0601 -1.5082 0.0 0.0 0.0
C -2.3531 -0.0851 5.0343 0.0 0.1 0.0
C 4.7816 1.9613 -3.5019 0.0 0.0 0.0
C -4.5328 1.6194 -1.9589 0.0 0.0 0.0
C 0.0009 2.4621 -2.5209 -0.3 0.0 0.0
C 2.0648 -0.1471 3.8201 -0.1 0.0 0.1
C -3.7711 -2.0153 5.4443 -0.1 0.0 0.1
C 3.1436 1.2215 -1.8998 -0.2 0.1 -0.1
C -5.6359 2.2868 0.2129 -0.1 -0.1 0.1
C -1.2411 -4.1741 -2.3024 0.0 0.0 0.0
C 3.2144 -0.5996 4.4920 0.1 0.0 -0.1
C -2.5123 -4.4369 -2.7916 0.0 0.0 0.0
C 6.3745 -1.7586 2.8022 0.1 -0.1 0.0
C -5.2865 1.2317 0.9565 -0.1 0.1 0.0
C -3.2592 0.9046 -1.5154 0.1 -0.1 0.1
C -0.2227 3.1512 -1.3114 -0.3 -0.1 -0.1
C -1.9861 1.7099 -1.6122 0.1 -0.1 -0.1
C -3.5660 -3.5906 -2.4751 0.0 0.0 0.0
C 1.9830 -1.4048 -2.2871 -0.1 0.0 0.0
C 3.3344 2.3995 -1.1803 0.0 0.0 0.1
C 3.8800 1.0034 -3.0574 -0.1 0.0 0.0
C -1.4562 2.6829 -0.7245 0.2 0.0 -0.3
C -2.0725 -2.2087 -1.1837 0.0 0.0 0.0
H 6.3928 -1.6571 -0.1422 0.0 0.0 0.0
H -0.7370 0.9905 -4.7447 0.1 0.0 0.0
H -0.0013 5.2148 -0.8603 0.0 0.0 0.0
H 4.3813 4.2606 -1.0533 0.0 0.0 0.0
H 5.5780 -2.3417 4.7743 0.0 0.0 0.0
H -4.1826 -1.8428 -1.4055 0.0 0.0 0.0
H -2.3781 0.7648 -4.1924 0.0 0.0 0.0
H 2.7669 2.5716 -0.2715 0.0 0.0 0.0
H -4.0167 -0.3170 1.6796 0.0 0.0 0.0
H -2.3409 4.2899 0.3846 0.0 0.0 0.0
H 6.1668 -0.6931 4.7133 0.0 0.0 0.0
H 3.2280 -0.6340 5.5727 0.0 0.0 0.0
H -1.1464 -0.3992 -3.7348 0.0 0.0 0.0
H 2.6015 -4.7299 -2.5333 0.0 0.0 0.0
H -4.8590 -2.0778 5.4018 0.0 0.0 0.0
H -0.0245 -2.8540 -1.1387 0.0 0.0 0.0
H 1.1723 -0.2122 -3.8744 0.0 0.1 0.0
H -4.3612 2.0025 -2.9679 0.0 0.0 0.0
H 1.2117 0.1441 4.4170 0.1 0.0 0.0
H 0.4717 3.5361 -4.2714 0.0 0.0 0.0
H -2.7849 -0.8187 7.0151 0.0 0.0 0.0
H 5.3470 1.7861 -4.4078 0.0 0.0 0.0
H -0.0682 2.1429 3.9645 0.0 0.0 0.0
H -1.2898 3.2428 1.3309 0.0 0.0 0.0
H -2.9055 2.6948 0.8733 0.0 0.0 0.0
H -2.6831 -5.3025 -3.4180 0.0 0.0 0.0
H -6.4804 2.8658 0.5719 0.0 0.0 0.0
H 4.4885 -0.9155 -1.4357 0.0 0.0 0.0
H -5.7701 3.3353 -1.6112 0.0 0.0 0.0
H 3.7633 0.0878 -3.6218 0.0 0.0 0.0
H -3.8946 -3.8122 3.0784 0.0 0.0 0.0
H -1.6294 1.7622 5.8641 0.0 0.0 0.0
H -3.4288 -2.8667 6.0346 0.0 0.0 0.0
H 2.7374 -2.8930 -0.9265 0.0 0.0 0.0
H -5.8755 1.0499 1.8489 0.0 0.0 0.0
H 1.3056 1.9939 -4.1809 0.0 0.0 0.0
H -2.9066 -3.2063 0.9327 0.0 0.0 0.0
H 5.6650 3.8799 -3.1346 0.0 0.0 0.0
H -5.3260 0.8709 -2.0402 0.0 0.0 0.0
H 1.0312 -2.0562 -5.4817 0.0 0.0 0.0
H 1.8583 3.3459 -3.2034 0.0 0.0 0.0
H -4.2088 3.4529 -0.8617 0.0 0.0 0.0
H -4.1234 0.0066 6.2437 0.0 0.0 0.0
H -4.5597 -3.7956 -2.8512 0.0 0.0 0.0
H 6.6238 -2.8169 2.7077 0.0 0.0 0.0
H 1.5057 4.4276 -1.3121 0.0 0.0 0.0
H 7.3100 -1.2056 2.7110 0.0 0.0 0.0
H -0.4155 -4.8308 -2.5426 0.0 0.0 0.0
H 1.7576 -4.3323 -4.8241 0.0 0.0 0.0
H -3.1303 0.1043 -2.2559 0.0 0.0 0.0
H 0.8033 4.1468 0.2875 0.0 0.0 0.0
```
Forces are in eV/Å.

Output
Spin multiplicity = 2
Energy = -4547.7108 hartree
Total charge = +1
HOMO-LUMO gap (spin up / spin down) = 7.590 / 7.278 eV
LUMO level (spin up / spin down) = -2.413 / -2.445 eV

---

Formula: C26H33CrFNTe
Source: the Open Molecules 2025 dataset
Level of theory: ωB97M-V with the def2-TZVPD basis set

```
63
Properties=species:S:1:pos:R:3:forces:R:3
Te 2.6026 -2.5749 -0.1459 -0.1 0.1 0.2
Cr 0.7289 -0.6273 1.2783 0.0 -0.4 -0.2
F -0.7047 -2.2756 0.4574 -0.2 0.1 -0.2
N -0.2791 0.3089 -0.0783 0.1 0.2 0.2
C -1.1257 -1.8042 -0.8003 0.0 0.1 0.1
C 1.9303 1.0169 -2.1470 0.0 -0.1 0.0
C -0.6857 -1.0575 3.7121 0.1 0.1 0.0
C -1.7592 -2.6701 -1.6517 0.0 0.1 -0.1
C -1.7798 3.7140 0.1271 0.0 -0.1 0.0
C 0.6393 2.5427 -0.5549 -0.1 0.0 0.1
C 1.5942 -0.2836 3.5158 0.1 0.3 0.1
C -0.2630 -2.3672 3.5090 -0.1 0.0 0.0
C -1.8606 -0.8634 -3.2286 0.0 0.0 0.0
C 1.0782 -2.6351 3.2767 0.1 0.1 0.0
C -1.6756 2.3256 0.1922 0.1 0.0 0.0
C -2.8101 0.5798 1.7215 0.0 -0.1 0.0
C 2.8431 1.5366 0.1675 -0.2 -0.2 0.2
C -0.4355 1.7295 -0.1447 -0.2 0.1 0.0
C 0.2373 -0.0075 3.7227 0.0 -0.1 -0.2
C 1.4485 -3.6038 -1.5935 0.0 0.0 -0.1
C 1.9905 2.0214 -1.0007 0.1 0.1 0.0
C 0.4767 3.9237 -0.5909 0.0 0.0 0.0
C -3.8187 1.0871 -0.5230 0.0 0.0 0.0
C 2.0115 -1.5957 3.2823 0.0 0.0 -0.1
C -2.9609 1.6228 0.6259 0.0 0.1 0.0
C -1.2398 -0.0109 -2.3318 -0.1 0.0 0.0
C -0.8644 -0.4577 -1.0579 -0.1 -0.3 0.0
C -0.7231 4.5146 -0.2546 0.0 0.1 0.0
C 3.9507 -1.7494 -1.5562 0.0 0.0 0.0
C -2.1372 -2.1845 -2.9000 0.0 -0.1 0.1
H -1.9495 -3.6883 -1.3454 0.0 -0.1 0.0
H -0.8371 5.5886 -0.2937 0.0 0.0 0.0
H 3.7836 1.0944 -0.1590 0.1 0.0 -0.1
H 3.0562 -1.8100 3.0911 0.0 0.0 0.1
H 1.4101 -3.6479 3.0924 0.0 0.0 0.0
H -0.9847 -3.1707 3.5057 0.0 0.0 0.0
H 2.9218 0.8952 -2.5809 0.1 0.0 0.0
H 4.5172 -0.9540 -1.0840 0.0 0.0 0.0
H 2.3186 0.5245 3.5138 0.0 -0.1 0.1
H 0.6524 -4.1324 -1.0790 0.0 0.0 0.0
H -4.8329 0.9114 -0.1638 0.0 0.0 0.0
H 3.0607 2.3413 0.8689 0.0 0.1 0.0
H -0.0972 1.0111 3.8756 0.0 0.0 0.0
H -3.5445 2.4322 1.0752 0.0 -0.1 0.0
H -3.8722 1.7959 -1.3480 0.0 0.1 0.0
H 2.5139 2.8997 -1.3934 0.0 -0.1 0.0
H 1.3094 4.5380 -0.9084 0.0 0.0 0.0
H 3.3838 -1.3495 -2.3883 0.0 0.0 -0.1
H -3.4433 0.1461 -0.9128 0.1 -0.1 0.0
H 2.0990 -4.3140 -2.0943 0.0 0.0 0.0
H 4.6201 -2.5392 -1.8794 0.0 0.0 0.0
H -1.7326 -0.8499 3.8686 -0.1 0.0 0.0
H 2.3140 0.7594 0.7493 0.2 0.1 -0.1
H -2.1452 -0.4833 -4.1995 0.0 0.0 0.0
H -2.3395 -0.3353 1.3598 0.0 0.0 0.0
H -2.7237 4.1740 0.3896 0.0 0.0 0.0
H -2.6373 -2.8337 -3.6020 0.0 0.0 0.0
H 1.5666 0.0410 -1.8244 0.0 0.0 0.0
H -3.7943 0.3148 2.1098 0.0 0.0 0.0
H -1.0716 1.0254 -2.5910 0.0 0.0 0.0
H 1.2694 1.3723 -2.9365 0.0 0.0 0.0
H -2.2232 0.9783 2.5489 0.0 0.0 0.0
H 1.0232 -2.8908 -2.2933 0.0 0.0 0.0
```
Forces are in eV/Å.

Output
Spin multiplicity = 5
Energy = -2477.4108 hartree
Total charge = +1
HOMO-LUMO gap (spin up / spin down) = 6.566 / 7.135 eV
LUMO level (spin up / spin down) = -3.544 / -3.292 eV